(1)
The following is a quantum chemistry calculation of 2 unconnected molecules or ions with the total composition C4H11N3 at a distorted geometry, from OMol25.

Structure (ORCA input):
```
! RIJCOSX wB97M-V def2-TZVPD def2/J DEFGRID3
* xyz 0 1
C 1.187 0.643 0.032
N -0.622 -1.468 0.554
H -2.169 0.257 1.930
C -0.714 -0.071 0.387
H 2.095 1.034 -1.869
H 0.534 0.076 -1.934
C 1.593 0.261 -1.292
N -0.998 -0.224 -1.887
H -1.340 1.715 1.369
C -1.207 0.663 1.609
H 1.583 0.080 0.870
H 2.079 -0.708 -1.373
H -0.484 -1.761 1.509
N -1.181 0.437 -0.792
H 1.038 1.698 0.224
H -0.914 -1.245 -1.714
H 0.020 -1.950 -0.058
H -0.500 0.564 2.434
*
```

## Properties
DFT total energy = -323.15229 Eh
Gap between HOMO and LUMO = 0.3566 Ha

---

(2)
The following is a quantum chemistry calculation of 6 unconnected molecules or ions with the total composition H12O6 at a distorted geometry, from OMol25.

Structure (ORCA input):
```
! RIJCOSX wB97M-V def2-TZVPD def2/J DEFGRID3
* xyz 1 2
H 1.878 10.612 -1.292
O 4.421 9.354 -3.467
O 2.710 11.039 -1.086
O 2.787 13.214 1.061
H 1.381 8.544 -1.176
H 3.359 10.338 -1.137
H 2.394 13.095 -2.056
H 1.616 9.538 -3.296
H 4.765 8.665 -4.035
H 3.481 9.368 -3.649
H 2.388 12.403 0.746
H -0.081 8.812 -1.462
H 0.924 9.111 -4.573
O 1.623 9.676 -4.243
O 2.336 13.965 -2.450
H 3.459 12.927 1.679
O 0.797 9.157 -1.622
H 2.525 14.567 -1.729
*
```

## Properties
<S²> = 0.756
DFT total energy = -458.21681 Eh
Gap between HOMO and LUMO (spin up / spin down) = 0.4258 / 0.1017 Ha

---

(3)
The following is a quantum chemistry calculation of a molecular structure, C15H18MnN3O4S7, from OMol25.

Structure (ORCA input):
```
! RIJCOSX wB97M-V def2-TZVPD def2/J DEFGRID3
* xyz 0 5
S -3.950 -3.323 1.622
C 5.624 0.761 -5.439
S -1.143 1.226 -1.215
N 1.567 -3.588 -2.442
H 2.864 -2.997 -5.266
S 0.939 -2.370 -3.309
C 4.163 -1.293 -5.385
H 6.315 0.995 -4.628
S -2.498 -1.987 3.740
H -2.797 2.773 1.565
O 3.763 -0.829 -0.646
C 2.279 -1.422 -3.923
H 3.573 -3.039 -1.988
H 3.074 -3.033 0.540
S -0.361 -0.942 1.862
O 1.622 -0.387 -0.257
H 5.305 1.707 -5.880
H 1.372 -2.940 0.121
H 1.907 0.290 -2.679
C 2.638 -1.199 -0.388
S -5.027 -3.404 4.393
O 0.209 -2.980 -4.374
H 3.827 1.542 -3.571
C -2.484 -2.492 1.156
C 3.086 -2.005 -4.894
N -2.206 2.614 0.768
N -3.193 0.592 0.350
H 1.466 -4.462 -2.936
C 2.696 -3.480 -1.506
C -3.888 -2.943 3.317
H 4.798 -1.738 -6.141
Mn -0.181 -0.978 -0.426
S -1.961 -2.467 -0.511
H 6.165 0.197 -6.197
C 2.531 -0.145 -3.447
C -2.257 1.481 0.059
H -1.431 3.232 0.603
C 2.379 -2.702 -0.233
C -4.061 0.663 1.510
C -1.818 -1.864 2.134
O 0.190 -1.492 -2.414
H 2.938 -4.509 -1.246
H -3.480 0.702 2.436
C 3.615 0.551 -3.952
C 4.443 -0.008 -4.919
H -4.723 1.529 1.453
H -4.677 -0.232 1.535
H -3.155 -0.269 -0.184
*
```

## Properties
<S²> = 6.177
DFT total energy = -4986.04871 Eh
Gap between HOMO and LUMO (spin up / spin down) = 0.2046 / 0.2762 Ha

---

(4)
The following is a quantum chemistry calculation of 2 unconnected molecules or ions with the total composition C12H21N2 at a distorted geometry, from OMol25.

Structure (ORCA input):
```
! RIJCOSX wB97M-V def2-TZVPD def2/J DEFGRID3
* xyz 1 1
N 1.869 -2.575 -0.365
H 2.072 -3.374 -0.894
H 0.573 -1.621 -1.858
H -1.323 -0.857 -1.929
H -3.866 0.660 2.006
C -1.292 -0.653 0.175
H 1.300 -0.437 1.917
H -0.966 1.572 1.093
H 2.909 0.740 -0.598
C 2.327 1.307 0.060
H 1.266 1.588 -2.357
C -0.003 1.989 0.927
H -0.053 2.590 -1.602
C 0.614 -1.963 -0.817
H -0.210 3.069 0.934
C -3.311 -0.303 -1.144
C -2.048 -0.169 1.257
H 2.505 0.777 1.057
H 0.606 1.836 1.874
C -4.111 -0.003 -0.034
H 0.091 -1.497 2.248
C -3.372 0.148 1.137
H -3.775 -0.472 -2.183
N 0.734 -1.260 1.511
H 2.819 2.342 0.143
C -1.965 -0.612 -1.023
C 0.023 -1.112 0.250
H 1.556 -2.042 1.272
H -0.097 -2.777 -0.947
H -5.109 0.064 -0.184
H -0.384 0.800 -1.935
C 0.359 1.570 -1.556
C 0.790 1.314 -0.092
H 2.552 -1.920 -0.679
H -1.714 -0.136 2.275
*
```

## Properties
DFT total energy = -578.96369 Eh
Gap between HOMO and LUMO (spin up / spin down) = 0.2577 / 0.2790 Ha

---

(5)
The following is a quantum chemistry calculation of 2 unconnected molecules or ions with the total composition CH6Cl2Si2 at a distorted geometry, from OMol25.

Structure (ORCA input):
```
! RIJCOSX wB97M-V def2-TZVPD def2/J DEFGRID3
* xyz 0 1
Cl -3.487 -1.630 -0.074
Cl -3.328 1.644 -0.221
H -2.878 -0.175 1.999
H 2.200 1.430 -0.284
H 3.290 0.228 0.134
Si 0.862 -0.561 -0.882
H 1.805 0.417 1.057
H 0.852 0.083 -2.207
H 0.963 -1.902 -0.268
Si -2.472 0.071 0.642
C 2.193 0.395 0.103
*
```

## Properties
DFT total energy = -1541.01938 Eh
Gap between HOMO and LUMO (spin up / spin down) = 0.2381 / 0.2622 Ha

---

(6)
The following is a quantum chemistry calculation of C2H4Si in the gas phase at a distorted geometry, from OMol25.

Structure (ORCA input):
```
! RIJCOSX wB97M-V def2-TZVPD def2/J DEFGRID3
* xyz 0 1
C -2.048 -0.095 -0.096
H -2.934 -0.637 0.078
H 1.216 1.134 -1.072
C -0.757 0.002 0.266
H 2.057 0.552 1.112
Si 1.106 0.243 0.085
H 1.361 -1.200 -0.373
*
```

## Properties
DFT total energy = -367.96299 Eh
Gap between HOMO and LUMO = 0.3854 Ha

---

(7)
The following is a quantum chemistry calculation of C17H25NO3 in the gas phase, from OMol25.

Structure (ORCA input):
```
! RIJCOSX wB97M-V def2-TZVPD def2/J DEFGRID3
* xyz 0 1
C -0.653 -1.395 1.284
C -0.772 -2.404 2.225
H 1.966 -0.307 2.296
N 0.835 -1.482 -3.975
H 2.380 -0.579 -5.136
H 1.370 -0.461 -0.051
C -1.281 0.733 -0.710
C -0.875 -0.070 1.638
H -0.398 -1.660 0.271
H 0.770 2.284 -0.295
C -1.043 -0.487 -2.715
H 0.549 2.023 2.641
H 2.426 -1.067 -2.623
C 0.063 -0.275 -3.750
C 1.632 -1.385 -5.181
O -2.297 1.258 -1.105
C 1.659 -1.828 -2.835
C 2.552 0.309 1.612
C -0.711 1.095 0.667
H 3.375 2.299 1.575
O -1.457 2.205 1.120
H -2.219 2.301 0.525
H 2.511 0.809 -0.479
C -1.377 -0.795 3.884
H -1.670 -0.551 4.895
H -1.908 0.142 -2.939
H 2.150 -2.330 -5.337
H 2.154 -2.777 -3.032
H 0.693 0.573 -3.426
C -1.258 0.213 2.945
H 3.533 -0.146 1.485
H -0.409 -0.005 -4.698
H 0.977 -1.206 -6.032
H -1.481 1.234 3.216
H 1.210 3.363 1.715
H 2.861 1.796 3.191
H 1.031 -1.941 -1.956
H -1.211 -2.898 4.262
C 1.811 0.469 0.287
C 0.768 1.571 0.535
H -1.346 -1.538 -2.710
C 2.620 1.740 2.131
H -0.592 -3.428 1.932
C -1.124 -2.108 3.530
C 1.223 2.281 1.828
O -0.584 -0.155 -1.398
*
```

## Properties
DFT total energy = -943.26032 Eh
Gap between HOMO and LUMO = 0.3575 Ha

---

(8)
The following is a quantum chemistry calculation of a molecular structure, C16H32AuN2SSb at a distorted geometry, from OMol25.

Structure (ORCA input):
```
! RIJCOSX wB97M-V def2-TZVPD def2/J DEFGRID3
* xyz 2 1
H -1.900 1.125 3.338
H -5.109 2.409 -1.209
C -1.777 -2.111 2.447
H -2.403 2.568 -3.736
H 2.466 -1.834 -2.360
H -1.793 2.867 1.321
C -2.613 -1.638 1.482
H -2.806 -0.659 -2.204
C 3.249 -0.138 1.513
H -3.575 0.411 1.271
C -2.746 1.550 -0.740
C -2.609 0.218 -2.811
H 1.752 -0.295 -1.894
H 5.033 -1.230 2.130
C 3.923 -0.249 -1.981
C 3.611 -3.384 0.500
C 2.599 -0.961 -1.721
C 4.761 -0.281 1.667
H -4.580 4.072 -0.856
H 4.585 -3.341 -1.451
H 2.977 0.815 1.055
H 2.741 -0.197 2.474
C -4.656 3.058 -0.466
C -2.866 3.012 1.233
Sb 2.386 -1.652 0.284
H 5.385 -4.341 -0.249
N -2.887 1.445 -2.056
H 5.278 -0.211 0.710
H -4.116 2.655 -3.299
H -1.576 0.202 -3.160
Au -0.050 -2.107 0.986
C -2.727 -0.153 1.640
H -3.271 0.206 -3.675
H -3.187 -2.222 0.778
C -1.387 -0.970 3.316
H 5.534 -2.593 -0.160
H 4.779 -0.899 -1.804
S -1.679 0.382 0.038
H -2.898 3.535 -2.341
H 4.035 0.638 -1.357
C 4.846 -3.405 -0.394
C -3.101 2.629 -2.903
H 3.874 -3.425 1.558
H -1.768 -3.153 2.750
H 5.145 0.514 2.306
H 2.954 -4.229 0.296
H -3.384 2.517 2.054
C -1.952 0.156 2.870
H -3.083 4.077 1.293
H -0.756 -1.063 4.186
H 3.971 0.075 -3.021
N -3.338 2.534 -0.069
H -5.289 3.071 0.420
*
```

## Properties
DFT total energy = -1511.87189 Eh
Gap between HOMO and LUMO = 0.2955 Ha

---

(9)
The following is a quantum chemistry calculation of a molecular structure, C37H23Cl2N8O5Sr, from OMol25.

Structure (ORCA input):
```
! RIJCOSX wB97M-V def2-TZVPD def2/J DEFGRID3
* xyz -1 1
N -2.798 -0.141 -2.386
C -0.464 -4.575 -1.667
O -1.119 -5.671 0.295
N 0.098 -0.094 1.666
H -2.237 -1.650 -7.422
C 3.890 0.439 -1.543
C 2.752 0.151 0.431
C -4.178 0.388 0.856
C -0.217 -1.319 -6.774
C 4.957 0.713 -2.389
C -6.464 0.978 1.123
H -0.469 0.016 7.275
N -2.210 0.048 2.318
H -5.713 0.554 -2.177
C 1.905 -0.005 4.847
C 1.312 -0.040 2.297
Sr -0.133 -1.523 -0.388
C 2.263 -3.414 -0.364
C 0.066 -0.615 -4.516
H 2.319 -2.975 -2.425
C 1.331 0.009 6.115
C -1.983 3.054 -0.445
Cl -2.473 4.692 -0.919
H -3.244 -1.055 -5.222
H -5.073 0.760 2.767
H 2.978 0.003 4.713
N -0.402 0.009 -2.368
C -0.053 0.006 6.276
H 7.314 1.325 -0.024
C 1.061 -0.032 3.754
C 6.344 1.074 -0.434
H -2.575 2.770 0.418
O 3.596 -3.519 -0.331
H 7.031 1.234 -2.463
C -4.357 0.327 -0.531
N 2.499 0.071 1.758
C -0.901 -0.052 2.551
H -1.289 -4.513 -2.379
C -3.037 -0.010 -1.107
N 1.896 -0.065 -0.562
H 1.968 0.022 6.990
H 3.884 -3.298 0.567
N 1.927 -0.089 -2.964
C -2.173 -1.025 -5.376
C -1.567 -0.263 -2.947
H -1.977 -0.010 5.282
H -7.618 1.130 -0.675
H 2.081 -4.686 -2.005
C -1.330 -0.651 -4.338
O 1.608 -3.184 0.622
H 0.081 -5.508 -1.822
Cl -0.275 2.961 -0.025
C -5.225 0.715 1.696
C -0.900 -0.010 5.173
H 4.823 0.680 -3.463
H 1.704 -0.928 -5.874
C 4.054 0.491 -0.142
C 1.768 -3.658 -1.773
C 5.283 0.813 0.418
H -2.161 2.398 -1.289
C -1.092 -4.563 -0.242
N -2.156 -0.139 -0.071
C 2.490 0.092 -1.778
H 0.199 -1.583 -7.738
C -2.752 0.072 1.104
C -0.328 -0.033 3.916
H 5.396 0.858 1.493
C -6.642 0.919 -0.258
O -1.568 -3.466 0.158
C -5.586 0.596 -1.103
H -7.305 1.235 1.755
C 6.182 1.023 -1.823
C 0.629 -0.953 -5.741
C 0.636 -0.214 -3.231
C -1.604 -1.355 -6.594
O 0.410 -3.482 -2.037
*
```

## Properties
DFT total energy = -3189.44814 Eh
Gap between HOMO and LUMO (spin up / spin down) = 0.1833 / 0.1837 Ha

---

(10)
The following is a quantum chemistry calculation of a molecular structure, C3H6N3PS at a distorted geometry, from OMol25.

Structure (ORCA input):
```
! RIJCOSX wB97M-V def2-TZVPD def2/J DEFGRID3
* xyz 0 1
N -2.317 1.427 -0.845
P -0.599 -1.028 -0.354
C 1.984 -0.570 0.040
H 0.533 -0.509 1.770
N 1.497 0.056 -1.140
C -1.714 0.929 0.203
H 2.571 0.143 0.668
H -2.907 2.198 -0.856
N 0.359 -0.124 -1.461
H 2.622 -1.476 -0.010
C 0.868 -1.134 0.897
H 1.085 -2.128 1.070
H -2.323 0.814 -1.711
S -1.658 1.403 1.729
*
```

## Properties
DFT total energy = -1021.62044 Eh
Gap between HOMO and LUMO (spin up / spin down) = 0.2956 / 0.2956 Ha

---

(11)
The following is a quantum chemistry calculation of a molecular structure, C51H48FILaN6O5PSSe2Te2 at a distorted geometry, from OMol25.

Structure (ORCA input):
```
! RIJCOSX wB97M-V def2-TZVPD def2/J DEFGRID3
* xyz 0 1
Te -1.109 -2.933 -4.106
H -4.221 6.357 1.266
H -5.869 1.185 -0.540
H -4.082 -1.922 -2.366
C -6.882 -0.621 0.147
Te -1.658 -0.399 -4.614
C 2.819 1.580 -2.932
C 5.129 -1.850 -0.867
H 5.476 -7.404 0.147
H 5.956 1.349 -5.235
C 3.385 6.255 -2.172
C 3.404 -7.084 0.638
C 3.278 0.336 -3.318
C 4.640 -3.183 1.919
H -3.686 -5.760 -0.864
C -4.260 -5.206 -0.114
H 5.224 4.312 -5.379
H -4.490 -3.597 -2.231
C -4.253 4.353 -1.436
La -0.942 -0.126 -0.533
N 2.769 -2.401 -0.276
C -5.139 2.010 5.013
H -3.258 -3.881 2.260
H -4.449 4.365 -2.477
H 1.399 -6.455 1.314
H 7.189 -1.753 -1.625
N 2.957 3.960 -2.968
C 5.081 1.422 -4.548
H 5.485 -1.973 0.131
O -1.796 -1.408 1.840
C -4.081 5.422 0.704
H 6.588 3.639 -4.363
H 3.069 -8.085 0.422
C 3.954 -2.802 -1.036
P -3.437 1.376 1.321
N -3.000 -1.764 -0.080
H -2.224 0.738 7.511
H -4.261 -0.761 2.937
H 3.371 5.552 -4.280
O 1.258 0.623 -1.442
C 4.168 -4.535 1.467
C -4.943 0.314 1.233
C 2.848 -4.918 1.586
S 1.381 -1.006 1.520
C -4.225 1.571 5.937
H -4.470 6.476 -1.167
I -0.441 2.510 2.190
H -4.260 -5.819 0.817
C -4.980 -0.742 2.152
N -4.155 -2.761 -1.820
H 4.155 6.986 -2.135
C 3.691 5.217 -3.268
H 6.033 -2.178 -2.860
N -3.658 -3.920 0.186
C -3.849 4.166 1.275
H 2.086 -4.260 1.950
C -4.289 5.517 -0.682
H 6.464 -3.303 -1.587
C 5.503 3.869 -4.398
C -1.162 1.438 3.839
C -2.540 1.445 4.101
O -0.414 4.488 -0.950
C -0.253 3.294 -1.205
H -6.155 2.275 5.320
C -3.853 2.988 0.536
H 2.451 6.759 -2.319
H 5.591 4.616 -2.346
C -5.883 0.354 0.174
H 5.637 5.869 -3.613
C 1.037 2.937 -1.920
C 5.126 -5.411 0.946
H -1.838 -4.225 1.179
O 5.688 -2.999 2.491
H 2.713 -0.545 -3.001
C 4.753 -6.695 0.569
O -1.015 2.316 -0.872
C 4.656 2.637 -4.094
C -2.465 -2.149 1.117
C -0.242 1.029 4.780
C 2.447 -6.195 1.167
H -6.027 -2.520 2.782
H 1.317 5.023 -2.181
H 4.806 -0.826 -0.969
H -7.600 -0.670 -0.641
H 6.152 -5.068 0.850
H -4.500 1.461 6.981
H 0.067 0.481 6.855
Se -3.279 0.186 -2.823
H 3.355 5.765 -1.180
C 6.246 -2.259 -1.780
H 3.596 -2.852 -2.057
H -3.974 2.244 -1.520
C 2.713 -1.886 0.936
N 3.751 -2.109 1.781
H -3.656 4.128 2.363
C -3.995 3.105 -0.853
C -3.620 -2.824 -0.616
H 1.905 -2.397 -0.888
H -5.304 -5.113 -0.451
H 3.907 -1.385 2.445
C 3.487 2.736 -3.330
C -1.963 0.916 6.458
H 4.263 -3.823 -0.782
H 0.835 1.123 4.531
C -3.577 1.701 3.148
C -2.942 1.266 5.509
C -0.670 0.768 6.102
C 1.607 1.648 -2.044
C 5.188 4.926 -3.334
F 4.706 -0.937 -4.706
H -7.662 -2.390 0.897
C -4.825 2.042 3.651
Se 0.035 -2.774 -1.865
C 4.351 0.276 -4.203
C 1.734 4.036 -2.361
C -5.921 -1.754 2.033
C -2.752 -3.650 1.311
H -5.559 2.203 2.849
C -6.865 -1.672 1.039
*
```

## Properties
DFT total energy = -9184.89660 Eh
Gap between HOMO and LUMO = 0.2409 Ha

---

(12)
The following is a quantum chemistry calculation of 4 unconnected molecules or ions with the total composition C3H14O4S at a distorted geometry, from OMol25.

Structure (ORCA input):
```
! RIJCOSX wB97M-V def2-TZVPD def2/J DEFGRID3
* xyz 0 1
H 1.768 -0.546 0.572
C 1.565 -0.028 -1.509
C -0.103 -1.193 -0.017
H -1.461 -0.556 2.773
C 1.376 -0.995 -0.355
O -1.471 2.468 1.214
O -2.364 -0.704 2.490
H -0.689 -0.278 0.092
H -0.534 -1.857 -0.794
H 2.577 -0.164 -1.927
H 0.335 -1.903 1.787
H 0.119 2.181 1.715
S 0.419 -0.145 -2.925
H 0.233 -1.505 -2.895
H 1.757 -1.986 -0.539
O 1.102 2.106 1.781
H 1.476 0.993 -1.116
H -1.517 3.400 0.928
O -0.295 -2.092 1.079
H -2.283 -1.293 1.740
H -2.090 1.986 0.632
H 1.295 2.827 2.401
*
```

## Properties
DFT total energy = -821.81776 Eh
Gap between HOMO and LUMO = 0.3468 Ha